Record 1
17 unconnected molecules or ions with the total composition C29H51Cl32F2N4Si at a distorted geometry. Source: the Open Molecules 2025 dataset; level of theory: ωB97M-V/def2-TZVPD.

Last column: Löwdin charge in e.
Atoms and positions in Å:
C  2.797  -2.992  -0.055  -0.16
Si  2.318  -3.332  1.749  0.62
C  0.471  -3.090  1.981  -0.16
C  3.349  -2.266  2.955  -0.22
C  2.822  -0.867  3.306  -0.12
C  2.597  0.098  2.148  -0.49
F  1.364  -0.017  1.638  0.09
F  2.703  1.369  2.607  0.10
N  3.519  0.023  1.005  0.08
C  3.190  0.349  -0.241  -0.11
N  4.190  0.153  -1.090  0.22
C  5.194  -0.286  -0.334  -0.37
N  6.448  -0.649  -0.720  0.16
N  4.816  -0.347  0.953  0.22
C  2.839  -5.122  2.051  -0.25
C  2.371  -6.101  1.172  -0.12
C  2.736  -7.435  1.310  -0.06
C  3.596  -7.793  2.345  -0.08
C  4.058  -6.842  3.241  -0.08
C  3.685  -5.506  3.098  -0.09
H  3.848  -2.701  -0.070  0.01
H  2.152  -2.270  -0.549  0.03
H  2.742  -3.929  -0.597  0.02
H  0.216  -2.296  2.681  0.01
H  0.038  -2.799  1.025  0.01
H  -0.037  -4.001  2.282  0.04
H  4.383  -2.266  2.610  0.06
H  3.345  -2.826  3.886  0.08
H  1.869  -0.930  3.822  0.13
H  3.499  -0.381  4.006  0.10
H  2.238  0.719  -0.592  0.03
H  7.156  -0.009  -1.031  0.06
H  6.662  -1.629  -0.778  0.11
H  5.360  -0.619  1.759  0.19
H  1.698  -5.836  0.371  -0.02
H  2.376  -8.173  0.613  0.11
H  3.909  -8.820  2.453  0.11
H  4.726  -7.110  4.044  0.10
H  4.078  -4.782  3.796  0.08
C  -1.924  0.489  2.283  -1.05
Cl  -2.468  -0.197  3.819  0.53
Cl  -3.200  0.499  1.063  0.52
H  -1.599  1.509  2.451  -0.02
H  -1.107  -0.114  1.909  -0.01
C  -5.697  1.935  -1.435  -1.02
Cl  -5.409  3.128  -2.698  0.51
Cl  -5.867  0.312  -2.126  0.52
H  -4.858  1.942  -0.748  -0.02
H  -6.612  2.185  -0.912  -0.02
C  -0.788  3.146  -0.533  -1.02
Cl  -1.908  3.649  0.720  0.56
Cl  0.683  2.403  0.139  0.58
H  -1.281  2.418  -1.163  -0.03
H  -0.495  4.012  -1.113  -0.01
C  8.593  -1.095  -3.895  -1.03
Cl  9.522  -0.666  -5.325  0.54
Cl  9.408  -0.579  -2.401  0.52
H  7.627  -0.607  -3.946  0.02
H  8.474  -2.172  -3.864  0.03
C  -1.529  -4.621  -1.588  -1.03
Cl  -2.489  -4.043  -0.231  0.52
Cl  0.027  -5.279  -1.050  0.60
H  -2.073  -5.409  -2.094  0.00
H  -1.342  -3.793  -2.262  0.03
C  -7.890  0.023  1.020  -1.03
Cl  -8.883  1.209  0.154  0.55
Cl  -6.757  0.812  2.126  0.52
H  -8.544  -0.623  1.589  -0.05
H  -7.326  -0.554  0.296  0.00
C  -3.494  6.740  -1.574  -0.99
Cl  -4.898  5.927  -0.889  0.50
Cl  -2.419  5.589  -2.392  0.50
H  -3.833  7.472  -2.296  0.03
H  -2.939  7.220  -0.776  0.03
C  4.221  3.302  -2.591  -1.04
Cl  5.726  4.179  -2.866  0.53
Cl  2.810  4.370  -2.629  0.54
H  4.108  2.551  -3.364  0.02
H  4.267  2.835  -1.615  -0.01
C  5.092  3.916  3.236  -1.09
Cl  5.625  4.430  1.636  0.50
Cl  6.388  4.029  4.423  0.51
H  4.272  4.550  3.549  -0.03
H  4.766  2.884  3.180  -0.03
C  -10.916  -3.001  1.590  -0.99
Cl  -9.931  -2.500  0.211  0.52
Cl  -10.195  -2.508  3.129  0.52
H  -11.892  -2.540  1.501  0.03
H  -11.006  -4.081  1.578  0.03
C  0.364  1.991  -4.064  -1.01
Cl  0.944  0.695  -2.981  0.53
Cl  -1.334  2.383  -3.800  0.55
H  0.959  2.873  -3.861  -0.03
H  0.490  1.662  -5.087  -0.01
C  -9.280  -0.152  -3.326  -1.03
Cl  -10.639  -1.056  -2.655  0.50
Cl  -8.139  -1.211  -4.164  0.50
H  -9.657  0.578  -4.032  0.03
H  -8.757  0.340  -2.514  -0.05
C  -1.691  4.269  -7.689  -1.00
Cl  -2.794  4.737  -6.394  0.50
Cl  -0.216  3.514  -7.060  0.52
H  -2.191  3.557  -8.335  0.03
H  -1.409  5.155  -8.244  0.03
C  2.790  7.693  2.828  -1.01
Cl  3.106  8.823  1.513  0.53
Cl  2.481  6.054  2.223  0.51
H  3.656  7.663  3.478  0.03
H  1.916  8.027  3.374  0.03
C  -6.121  -4.039  -2.501  -1.02
Cl  -6.620  -5.379  -1.469  0.52
Cl  -4.418  -4.164  -2.962  0.53
H  -6.719  -4.050  -3.401  0.01
H  -6.263  -3.111  -1.960  0.01
C  2.752  1.952  6.160  -1.00
Cl  2.104  0.532  6.985  0.53
Cl  4.499  1.810  5.893  0.52
H  2.262  2.053  5.198  0.01
H  2.564  2.826  6.771  0.03

## Properties
LUMO energy (eV): -3.42
Total charge: +1
HOMO energy (eV): -11.359

***

Record 2
2 unconnected molecules or ions with the total composition C29H51F3N3O10S at a distorted geometry. Source: the Open Molecules 2025 dataset; level of theory: ωB97M-V/def2-TZVPD.

Last column: Löwdin charge in e.
Atoms and positions in Å:
C  -6.584  0.430  -3.342  -0.08
C  -5.221  0.291  -4.061  -0.23
C  -4.041  0.218  -3.099  -0.15
C  -3.737  -1.167  -2.417  -0.25
C  -4.781  -2.241  -2.727  0.00
C  -2.298  -1.623  -2.662  -0.21
C  -1.893  -1.759  -4.165  -0.04
O  -3.018  -1.604  -5.028  0.04
C  -3.206  -2.617  -5.895  -0.79
F  -4.287  -2.373  -6.559  0.24
F  -2.194  -2.744  -6.731  0.21
F  -3.338  -3.782  -5.272  0.19
C  -1.896  -2.969  -1.974  -0.15
C  -2.489  -3.308  -0.586  -0.20
C  -3.082  -4.715  -0.517  -0.43
S  -1.805  -5.996  -0.759  1.03
C  -2.828  -7.239  -1.419  -0.71
N  -2.770  -7.780  -2.591  0.06
N  -3.784  -8.737  -2.623  0.06
C  -4.369  -8.673  -1.477  -0.17
O  -3.821  -7.750  -0.645  0.03
C  -0.340  -2.888  -1.931  -0.24
O  0.328  -3.706  -1.030  0.00
C  0.036  -1.361  -1.889  -0.37
O  0.740  -1.011  -3.058  0.05
C  0.869  -0.978  -0.672  -0.08
C  1.469  0.448  -0.700  -0.19
C  2.980  0.468  -0.488  -0.20
C  3.449  1.839  0.012  -0.20
C  2.979  2.155  1.443  -0.22
C  4.109  2.435  2.436  -0.19
C  3.627  2.335  3.899  -0.20
C  4.156  3.457  4.789  -0.18
C  4.112  3.128  6.277  -0.24
O  5.175  2.296  6.705  -0.18
C  4.896  0.919  6.814  -0.12
N  -1.274  -0.652  -2.041  0.10
C  -1.724  0.206  -0.912  -0.10
O  -1.998  -0.574  0.221  -0.12
O  -1.538  0.188  1.341  0.04
H  -7.343  -0.218  -3.770  0.08
H  -6.477  0.197  -2.282  0.07
H  -6.924  1.462  -3.392  0.07
H  -5.221  -0.523  -4.777  0.09
H  -5.081  1.198  -4.652  0.11
H  -4.165  0.983  -2.332  0.11
H  -3.147  0.504  -3.669  0.11
H  -3.828  -0.999  -1.343  0.12
H  -4.554  -3.185  -2.242  0.07
H  -5.738  -1.908  -2.331  0.09
H  -4.906  -2.431  -3.786  0.08
H  -1.161  -1.006  -4.456  0.14
H  -1.433  -2.724  -4.355  0.14
H  -2.148  -3.828  -2.595  0.14
H  -3.282  -2.629  -0.279  0.11
H  -1.744  -3.227  0.208  0.11
H  -3.833  -4.877  -1.288  0.08
H  -3.572  -4.866  0.443  0.09
H  -5.209  -9.235  -1.109  0.14
H  0.019  -3.218  -2.907  0.16
H  0.234  -3.395  -0.123  0.10
H  1.585  -1.477  -3.042  0.14
H  0.346  -1.143  0.267  0.11
H  1.695  -1.692  -0.683  0.13
H  1.012  1.005  0.124  0.10
H  1.195  0.982  -1.610  0.12
H  3.467  0.288  -1.450  0.12
H  3.283  -0.290  0.236  0.12
H  3.041  2.593  -0.669  0.11
H  4.531  1.925  -0.063  0.11
H  2.308  3.016  1.446  0.12
H  2.392  1.316  1.837  0.10
H  4.466  3.454  2.284  0.11
H  4.922  1.725  2.280  0.11
H  2.534  2.419  3.890  0.11
H  3.855  1.359  4.327  0.10
H  3.568  4.365  4.666  0.10
H  5.189  3.702  4.535  0.12
H  3.138  2.705  6.550  0.12
H  4.209  4.059  6.842  0.12
H  5.444  0.526  7.670  0.09
H  3.832  0.724  6.967  0.08
H  5.217  0.370  5.923  0.08
H  -1.064  0.054  -2.761  0.19
H  -0.958  0.942  -0.677  0.14
H  -2.619  0.738  -1.219  0.13
H  -1.121  -0.492  1.890  0.12
C  6.208  7.800  3.995  -0.11
C  5.592  8.397  5.246  -0.11
O  4.192  8.193  5.018  0.07
C  4.044  7.167  4.153  -0.58
O  3.010  6.642  3.893  0.15
O  5.238  6.812  3.624  0.05
H  7.173  7.331  4.167  0.13
H  6.296  8.525  3.185  0.13
H  5.880  7.860  6.151  0.13
H  5.800  9.455  5.372  0.13

## Properties
LUMO energy (eV): -2.49
Total charge: +1
HOMO energy (eV): -10.896

***

no.,frontier orbital gap (eV)
1,7.94
2,8.40